# 1
DFT (wB97M-V/def2-TZVPD) results for the ion C5H9O with charge +1.

```
! wB97M-V def2-TZVPD RIJCOSX def2/J DEFGRID3
* xyz 1 1
C -0.1241 0.4198 1.8495
C 0.6293 0.2213 0.5503
C -1.4078 0.3896 2.2362
C -1.0087 -0.2813 -1.0819
C 1.2042 -0.1489 -1.7189
O 0.1875 -0.0733 -0.6523
H 0.6793 0.5531 2.6356
H 1.6774 0.2175 0.5926
H -1.4457 0.6327 3.2815
H -2.3948 0.1202 1.8966
H -1.1177 -0.8089 -1.8831
H -1.6767 -0.4245 -0.2499
H 2.2085 -0.4192 -1.2229
H 1.0300 -0.9450 -2.3736
H 1.2750 0.8763 -2.1960
*
```

## Properties
Relative energy (zero: lowest compared OMol25 entry of this formula, charge and spin): 562.70 kJ/mol
HOMO energy (spin up / spin down): -13.85 / -12.90 eV



# 2
DFT (wB97M-V/def2-TZVPD) results for a cluster of 2 separate species, C5H9O in total.

```
! wB97M-V def2-TZVPD RIJCOSX def2/J DEFGRID3
* xyz 1 1
C 0.5943 0.3828 1.8082
C 0.4678 0.6045 -0.3129
C -1.0155 -0.0679 -1.9671
C 1.7333 0.7903 2.5596
C -1.9088 -1.1802 -2.2452
O -0.4922 -0.0812 -0.7669
H 0.2037 -0.5635 1.9556
H 1.1355 1.4263 -0.6455
H -0.8156 0.6737 -2.7558
H 1.3806 0.7471 3.6778
H 2.5077 -0.0924 2.6825
H 2.2230 1.7661 2.2676
H -1.4869 -2.1930 -2.4428
H -2.4402 -1.4757 -1.2741
H -2.7104 -0.9053 -2.9876
*
```

## Properties
Relative energy (zero: lowest compared OMol25 entry of this formula, charge and spin): 619.93 kJ/mol
HOMO energy (spin up / spin down): -12.90 / -13.38 eV



For reference, largest force on an atom by record: 6.7; 7.1 eV Å⁻¹.